(1)
The following is a quantum chemistry calculation of 4 unconnected molecules or ions with the total composition C31H43BrF4I2N4O3P3 in a non-equilibrium geometry, from the Open Molecules 2025 dataset.

Each line ends with the Löwdin charge.
Element x y z (Å)
1 I -2.6030 3.0421 -2.3967  0.8838
2 I -4.1097 1.3552 -4.4132  0.8956
3 Br -0.0316 -1.6519 -2.1042  1.0860
4 P 1.2681 0.6108 -3.8655  0.6396
5 P -2.1716 -0.2025 -1.1815  0.7048
6 P 1.9216 2.9862 0.4134  0.7795
7 F -5.3652 -0.8078 -8.5485  0.0561
8 F 5.0812 4.5014 5.3734  0.0621
9 F 2.4373 -6.7097 6.0653  0.0673
10 F -0.7759 -0.5497 4.3494  -0.0494
11 O 1.7941 1.9272 -4.7721  -0.1297
12 O -2.2631 -1.6013 -0.5871  -0.4661
13 O 0.7583 -0.5255 -4.9889  -0.2011
14 N 2.5798 0.0255 -3.1778  -0.1505
15 N -0.3884 0.1557 -1.4770  -0.4428
16 N 3.4380 3.3739 0.0256  -0.2838
17 N 2.1042 -0.4460 2.6746  0.1745
18 C 1.3635 -5.0698 4.7662  -0.0174
19 C 3.7827 0.3484 1.1540  -0.0355
20 C 2.1690 -3.1458 6.6078  -0.0757
21 C -1.1748 -0.1325 1.9433  -0.1494
22 C 4.5521 3.3237 5.7459  -0.2883
23 C 4.6497 2.9243 7.0667  -0.0149
24 C -1.5742 1.2828 -6.0419  -0.1518
25 C 2.5099 -4.4778 6.8045  -0.0090
26 C 3.3781 1.3147 5.1842  -0.0842
27 C 4.0978 1.7087 7.4508  -0.0760
28 C 2.1047 -5.4232 5.8793  -0.2871
29 C 2.3614 -0.2702 1.4376  -0.3599
30 C -8.1139 -2.4494 -5.9776  -0.0920
31 C -7.3116 -2.0941 -8.2197  -0.0117
32 C 3.4650 0.9037 6.5093  -0.0880
33 C 3.9205 2.5354 4.8001  -0.0230
34 C 0.3960 0.4269 -0.1704  -0.3737
35 C 0.6507 2.2629 -1.8438  -0.2196
36 C 1.4527 1.5304 -0.6770  -0.3316
37 C -1.1704 1.8098 -3.4544  -0.7098
38 C -1.9574 0.9078 -4.5490  -0.7096
39 C -6.1288 -1.1390 -6.3464  -0.0593
40 C 1.4196 -2.7758 5.4961  -0.1019
41 C -0.4156 0.9503 1.0637  -0.1577
42 C -6.2671 -1.3463 -7.7072  -0.2860
43 C -7.0618 -1.6905 -5.4773  -0.0872
44 C 1.4219 -0.7156 0.2515  -0.1395
45 C -1.3143 0.3489 3.4447  -0.1781
46 C -0.0661 1.0903 -2.6099  -0.5256
47 C 1.0151 -3.7384 4.5787  -0.0905
48 C -8.2369 -2.6529 -7.3472  -0.0741
49 H 0.4262 -3.4517 3.7154  0.0917
50 H -7.3964 -2.2350 -9.2896  0.1201
51 H 3.4805 4.3428 -0.2860  -0.0357
52 H 2.7401 -0.9160 -3.5365  0.0059
53 H -1.1015 0.3911 -6.4966  0.0745
54 H -2.7731 0.7712 -0.3495  0.0120
55 H 1.0643 -5.8315 4.0573  0.1163
56 H 2.4564 1.1445 -0.9483  0.0766
57 H 1.1486 -1.7382 5.3436  0.0761
58 H -2.3957 0.4315 3.6951  0.1251
59 H 1.9439 2.6253 1.8040  0.0167
60 H 2.4874 -2.3966 7.3213  0.0961
61 H -9.0539 -3.2472 -7.7360  0.1089
62 H -0.9049 2.1630 -6.1172  0.0834
63 H -1.1444 1.7289 0.7184  0.1088
64 H 0.2179 1.4748 1.8144  0.0753
65 H -0.6321 2.5590 -4.0815  0.0629
66 H -1.7708 -0.1659 -4.3460  0.0561
67 H 3.8564 2.8780 3.7737  0.0986
68 H 1.1926 -0.9106 2.7541  0.0389
69 H 5.1530 3.5608 7.7832  0.1189
70 H 3.0861 -4.7855 7.6678  0.1203
71 H -8.8382 -2.8822 -5.2986  0.1034
72 H 1.4400 2.8693 -2.3383  0.1248
73 H 1.0619 -0.2446 -5.8651  0.0860
74 H 4.4994 -0.3082 1.6951  0.0990
75 H -2.2301 -0.2345 1.5978  0.0846
76 H -2.9053 -0.2572 -2.3925  -0.0102
77 H -0.7406 -1.1464 1.8849  0.1054
78 H 2.8885 0.6861 4.4487  0.0551
79 H 3.0392 -0.0458 6.8100  0.0826
80 H 0.9129 -1.6376 0.6009  0.1048
81 H 1.1321 4.1533 0.2151  0.0359
82 H -5.2972 -0.5505 -5.9754  -0.0150
83 H 4.1616 1.3890 8.4832  0.1068
84 H 4.0080 0.2183 0.0735  0.0777
85 H -0.8896 1.3623 3.6120  0.1237
86 H -2.4946 1.4818 -6.6267  0.0403
87 H 2.1615 -0.9154 -0.5587  0.0901
88 H 3.8673 1.3919 1.5030  0.0397
89 H 1.5002 2.7732 -4.4078  0.0638
90 H -6.9686 -1.5291 -4.4100  0.0999
91 H 0.0546 3.0109 -1.2867  0.0365

Values from the calculation:
* total charge: +1
* energy: -169914.231 eV
* LUMO level: -0.19408 hartree
* E_HOMO: -10.61 eV
* Kohn-Sham gap: 5.3326 eV

=====

(2)
The following is a quantum chemistry calculation of a molecular structure, C41H32N3O2P2Sr, from the Open Molecules 2025 dataset.

Each line ends with the Löwdin charge.
Element x y z (Å)
1 Sr 1.8065 3.0219 -0.1649  1.4423
2 P 0.8655 0.1960 -0.7077  0.9368
3 P 0.2090 -2.6161 -1.8907  1.0403
4 O -4.7514 2.4591 2.9716  -0.0073
5 O -3.4312 1.5232 4.5760  -0.0184
6 N -0.1401 3.1519 1.3101  -0.0179
7 N -0.2818 3.9836 -1.3308  -0.0376
8 N 2.3710 2.5411 2.2926  -0.0338
9 C 1.3172 2.4356 3.1207  -0.2064
10 C 3.0485 0.9635 -2.1825  -0.1904
11 C -3.7004 2.1750 3.5567  -0.6791
12 C -1.4243 3.8797 -0.6273  -0.2017
13 C 3.8408 1.8586 4.0533  -0.0394
14 C -0.8754 -0.8927 2.7607  -0.0570
15 C -0.7272 -4.4937 -3.6526  -0.1068
16 C 5.1529 -0.1673 -2.4035  -0.0575
17 C -2.3264 -2.8178 -5.1682  -0.0794
18 C 2.5771 -0.0241 -1.3062  -0.4120
19 C -1.6049 -2.3059 -4.0970  -0.1076
20 C 3.5921 2.2496 2.7558  -0.1396
21 C -1.1677 2.4693 3.3462  0.0516
22 C -0.7988 -3.1385 -3.3262  -0.4038
23 C 4.3208 0.8900 -2.7373  -0.0755
24 C -3.0302 -3.4598 0.5179  -0.0655
25 C -0.8714 -3.1619 -0.5142  -0.4020
26 C -1.4553 -5.0060 -4.7133  -0.0738
27 C -2.2608 -3.0658 -0.5648  -0.0894
28 C 1.7430 -0.8302 1.8131  -0.1057
29 C -2.4190 2.6596 2.7945  -0.0585
30 C -0.2689 -3.6813 0.6284  -0.1217
31 C -0.0427 2.7077 2.5763  -0.2082
32 C -1.5106 4.7210 -3.2481  -0.0405
33 C -0.6152 -0.5126 1.4555  -0.1105
34 C 1.4920 2.0489 4.4480  0.0139
35 C -2.6931 4.6212 -2.5273  -0.0195
36 C -2.5129 3.1783 1.5156  0.0658
37 C -0.1651 -0.7928 -1.8572  -0.5160
38 C 4.6970 -1.1603 -1.5468  -0.0456
39 C -1.0380 -4.0738 1.7156  -0.0850
40 C -0.3386 4.3880 -2.6060  -0.1400
41 C 2.7597 1.7663 4.9187  -0.0226
42 C -1.3565 3.3938 0.7836  -0.2021
43 C 0.6941 -0.4930 0.9623  -0.3901
44 C -2.4193 -3.9600 1.6608  -0.0734
45 C -2.6495 4.1950 -1.2138  0.0196
46 C 0.1765 -1.2519 3.5956  -0.0611
47 C -2.2558 -4.1668 -5.4766  -0.0780
48 C 3.4196 -1.0971 -1.0115  -0.0936
49 C 1.4781 -1.2153 3.1217  -0.0766
50 H 4.8486 1.6419 4.3752  0.1153
51 H 2.3800 1.7542 -2.5333  0.0718
52 H 0.6461 1.9739 5.1114  0.1200
53 H 0.8101 -3.7805 0.6657  0.0964
54 H -1.3946 -6.0601 -4.9482  0.1079
55 H -3.6401 4.8725 -2.9848  0.1234
56 H -3.5632 4.1164 -0.6477  0.1176
57 H -3.5185 3.3275 1.1488  0.1164
58 H 2.3006 -1.4883 3.7706  0.1106
59 H -2.7444 -2.6948 -1.4622  0.1062
60 H -0.5603 -4.4730 2.6006  0.1090
61 H -2.8207 -4.5644 -6.3087  0.1069
62 H -1.1570 2.0633 4.3472  0.1172
63 H 0.0391 -0.3610 -2.8419  0.0483
64 H -1.4439 -0.2173 0.8212  0.1144
65 H -0.0245 -1.5506 4.6160  0.1168
66 H -1.4969 5.0472 -4.2774  0.1155
67 H -0.0986 -5.1542 -3.0655  0.1035
68 H -4.1085 -3.3833 0.4704  0.1100
69 H 2.7704 -0.7939 1.4744  0.0905
70 H 5.3333 -2.0026 -1.3107  0.1173
71 H 4.6524 1.6462 -3.4368  0.1122
72 H 0.6065 4.4536 -3.1357  0.1090
73 H -1.6909 -1.2500 -3.8713  0.0867
74 H -1.8921 -0.8830 3.1329  0.1249
75 H -2.9510 -2.1589 -5.7568  0.1053
76 H 2.9031 1.4719 5.9494  0.1237
77 H 4.4122 2.3387 2.0504  0.1118
78 H 3.0628 -1.9031 -0.3856  0.0953
79 H -3.0230 -4.2678 2.5042  0.1105
80 H -1.2124 -0.5846 -1.6221  0.0508
81 H 6.1461 -0.2289 -2.8266  0.1151

Values from the calculation:
* total charge: +1
* energy: -71012.276 eV
* LUMO level: -0.13134 hartree
* E_HOMO: -9.99 eV
* Kohn-Sham gap: 6.4160 eV

=====

(3)
The following is a quantum chemistry calculation of a single C7H12N2O3 molecule in a non-equilibrium geometry, from the Open Molecules 2025 dataset.

Each line ends with the Löwdin charge.
Element x y z (Å)
1 O -2.3170 -1.0626 -0.8369  -0.0355
2 O -4.3573 -0.3812 0.0686  0.1025
3 O -0.1484 2.5932 -0.9466  0.0639
4 N -0.9013 0.9028 0.6186  0.0406
5 N 1.4477 0.1142 1.1802  -0.1011
6 C 1.5701 0.1063 -1.2538  -0.1006
7 C -3.1820 -0.1839 -0.0648  -0.4463
8 C 1.3919 -1.4342 -0.7184  -0.1349
9 C -0.0491 1.7214 -0.1163  -0.4606
10 C -2.3619 0.8668 0.7186  -0.0885
11 C 1.3736 1.0921 -0.0244  -0.1950
12 C 1.7816 -1.1995 0.8299  -0.3062
13 H 2.0959 2.0494 -0.0156  0.1769
14 H 2.8315 -1.6520 0.7346  0.1104
15 H -2.9559 -1.4903 -1.6442  0.2112
16 H -2.7352 1.8598 0.2771  0.1502
17 H 2.2387 -2.0705 -1.2606  0.1168
18 H 1.1311 0.3089 -2.2048  0.0990
19 H 1.2616 -1.9347 1.4959  0.1087
20 H -2.5505 0.9700 1.8952  0.1724
21 H 0.4245 -1.9802 -1.0453  0.0998
22 H 2.6380 0.3215 -1.2145  0.0944
23 H 1.8096 0.2398 2.2427  0.1938
24 H -0.4370 0.2428 1.2848  0.1283

Values from the calculation:
* total charge: 0
* energy: -16573.414 eV
* LUMO level: 0.01744 hartree
* E_HOMO: -8.78 eV
* SMILES: O=C(O)CNC(=O)[C@@H]1CCCN1
* Kohn-Sham gap: 9.2562 eV